Computed, not measured: a single C5H4O3 molecule, with ωB97M-V with the def2-TZVPD basis set.

Its structure (SMILES) is O=C1[C@H]2O[C@H]2[C@@H]2O[C@H]12. The frontier orbital gap is 10.188 eV. The value obtained for the strongest force on any atom is 6.252 eV/A. The energy above the lowest of the compared OMol25 structures with the same formula, charge and spin is 436.7 kJ/mol.

```
! wB97M-V def2-TZVPD RIJCOSX def2/J DEFGRID3
* xyz 0 1
C 0.96 -0.52 0.03
C 0.48 0.75 -0.85
C -0.86 1.02 -0.48
C -1.26 0.11 0.53
C -0.07 -0.72 0.93
H 1.25 1.48 -1.10
H -1.24 2.05 -0.50
H -2.27 -0.52 0.63
H 0.13 -1.82 1.43
O 1.88 -1.30 -0.20
O -0.55 0.37 -1.79
O -0.51 0.30 1.82
*
```

Computed, not measured: 5 unconnected molecules or ions with the total composition C32H65N2O8S2Si, with ωB97M-V with the def2-TZVPD basis set.

The frontier orbital gap is 7.757 eV. The value obtained for the strongest force on any atom is 0.474 eV/A.

```
! wB97M-V def2-TZVPD RIJCOSX def2/J DEFGRID3
* xyz 1 1
C 5.15 0.75 0.07
C 3.81 0.20 0.50
O 3.52 -0.06 1.62
O 2.95 -0.14 -0.51
C 2.58 0.84 -1.49
C 1.07 0.99 -1.43
C 0.34 -0.21 -2.02
C -1.06 -0.37 -1.43
C -1.95 -1.32 -2.24
N -3.32 -0.80 -2.60
C -3.37 -0.01 -3.89
C -2.88 1.43 -3.82
C -3.88 2.47 -3.31
S -5.49 2.33 -4.13
C -6.69 2.56 -2.88
S -8.25 2.48 -3.32
N -6.20 2.79 -1.58
C -7.06 2.26 -0.51
C -6.47 2.58 0.86
O -6.15 3.94 1.01
C -5.23 4.33 0.01
C -5.89 4.22 -1.35
C -4.05 -0.14 -1.48
C -4.26 -1.14 -0.34
O -4.57 -2.38 -0.94
Si -5.60 -3.50 -0.18
C -5.14 -5.18 -0.83
C -7.35 -3.08 -0.67
C -5.38 -3.44 1.66
H 5.77 -0.09 -0.25
H 5.08 1.45 -0.77
H 5.62 1.23 0.92
H 2.91 0.49 -2.47
H 3.06 1.80 -1.30
H 0.79 1.91 -1.96
H 0.80 1.11 -0.38
H 0.29 -0.13 -3.11
H 0.93 -1.11 -1.79
H -1.51 0.62 -1.34
H -0.96 -0.77 -0.42
H -1.47 -1.60 -3.18
H -2.13 -2.24 -1.69
H -3.89 -1.64 -2.77
H -2.76 -0.57 -4.59
H -4.40 -0.06 -4.23
H -1.97 1.50 -3.22
H -2.58 1.69 -4.83
H -3.48 3.46 -3.52
H -4.04 2.43 -2.24
H -8.08 2.64 -0.58
H -7.09 1.17 -0.62
H -7.20 2.34 1.63
H -5.58 1.96 1.04
H -4.88 5.33 0.23
H -4.37 3.64 0.03
H -6.82 4.80 -1.36
H -5.23 4.58 -2.13
H -3.53 0.75 -1.17
H -5.02 0.17 -1.88
H -5.08 -0.76 0.27
H -3.38 -1.21 0.30
H -6.03 -5.80 -0.81
H -4.36 -5.66 -0.25
H -4.81 -5.13 -1.88
H -7.54 -3.43 -1.69
H -8.05 -3.59 0.00
H -7.55 -2.01 -0.63
H -6.09 -4.15 2.09
H -4.38 -3.74 1.96
H -5.59 -2.47 2.11
C -6.03 3.69 -9.65
C -5.85 3.71 -8.15
O -4.79 4.00 -7.64
C -7.05 3.34 -7.31
H -5.10 3.96 -10.14
H -6.34 2.69 -9.97
H -6.82 4.38 -9.94
H -7.36 2.32 -7.53
H -7.89 4.00 -7.52
H -6.76 3.43 -6.26
C 6.24 -4.14 3.48
C 6.13 -3.27 2.25
O 7.11 -2.82 1.71
C 4.74 -2.97 1.74
H 7.28 -4.27 3.75
H 5.71 -3.68 4.32
H 5.79 -5.11 3.29
H 4.15 -2.47 2.50
H 4.23 -3.90 1.48
H 4.82 -2.34 0.86
C 10.07 -2.01 6.01
C 8.64 -1.57 5.83
O 7.81 -1.68 6.70
C 8.28 -1.00 4.48
H 10.22 -2.40 7.01
H 10.32 -2.77 5.27
H 10.74 -1.16 5.87
H 8.46 -1.74 3.70
H 8.88 -0.11 4.26
H 7.22 -0.73 4.47
C 12.38 1.23 8.38
C 12.90 -0.17 8.55
O 12.21 -1.14 8.29
C 14.31 -0.31 9.05
H 11.35 1.21 8.01
H 12.41 1.76 9.33
H 13.01 1.78 7.67
H 14.41 0.17 10.03
H 15.01 0.18 8.37
H 14.57 -1.37 9.13
*
```

Computed, not measured: 11 unconnected molecules or ions with the total composition H22O11, with ωB97M-V with the def2-TZVPD basis set.

Its structure (SMILES) is O.O.O.O.O.O.O.O.O.O.O. The frontier orbital gap is 10.328 eV. The value obtained for the strongest force on any atom is 7.748 eV/A. The energy above the lowest of the compared OMol25 structures with the same formula, charge and spin is 454.8 kJ/mol.

```
! wB97M-V def2-TZVPD RIJCOSX def2/J DEFGRID3
* xyz 0 1
O -4.77 1.80 -2.20
H -4.70 1.24 -2.93
H -4.21 1.79 -1.50
O 2.04 2.44 3.57
H 1.93 2.82 2.73
H 1.56 2.88 4.34
O 3.36 0.25 -2.55
H 2.42 0.20 -2.20
H 3.79 -0.28 -1.91
O -1.67 1.25 0.40
H -1.86 1.37 1.36
H -2.17 0.49 0.30
O -3.42 -0.41 -2.84
H -2.90 0.26 -2.42
H -2.84 -1.13 -3.11
O 1.27 1.46 -0.03
H 0.44 1.24 0.35
H 1.03 2.07 -0.64
O -0.82 -3.43 0.13
H -0.91 -2.63 -0.20
H -0.96 -4.12 -0.55
O -0.47 -1.85 -2.75
H 0.31 -2.39 -2.41
H -1.22 -2.25 -2.19
O -0.08 3.87 2.86
H 0.67 4.40 2.47
H -0.73 4.10 2.27
O 2.48 -0.89 3.91
H 2.10 -0.46 3.08
H 1.89 -1.13 4.53
O 2.97 -4.03 -0.42
H 3.16 -4.35 -1.27
H 2.33 -4.61 -0.18
*
```

Computed, not measured: a molecular structure, C38H46BN13O4ReSi, with ωB97M-V with the def2-TZVPD basis set.

The frontier orbital gap is 6.501 eV. The value obtained for the strongest force on any atom is 0.953 eV/A.

```
! wB97M-V def2-TZVPD RIJCOSX def2/J DEFGRID3
* xyz 1 1
Re -0.09 -0.50 0.81
C 0.98 -1.10 4.34
C 0.37 -2.21 3.54
C 0.15 -3.50 4.03
C -0.48 -4.17 3.01
N -0.61 -3.32 1.97
N -0.09 -2.10 2.29
B -1.55 -3.36 0.78
N -0.81 -3.06 -0.56
C -0.83 -3.79 -1.68
C -0.43 -2.99 -2.73
C -0.20 -1.73 -2.17
C 0.10 -0.47 -2.89
N -0.39 -1.80 -0.85
N -2.58 -2.19 0.98
C -3.91 -2.22 1.16
C -4.41 -0.96 0.92
C -3.30 -0.18 0.56
C -3.33 1.21 0.02
N -2.19 -0.92 0.68
N -2.26 -4.69 0.61
C -3.32 -4.96 -0.21
C -3.37 -6.31 -0.40
C -2.27 -6.82 0.31
C -1.83 -8.24 0.45
N -1.60 -5.84 0.90
H 0.92 -1.36 5.39
H 2.04 -0.96 4.12
H 0.45 -0.16 4.19
H 0.42 -3.88 5.00
H -0.85 -5.18 2.92
H -1.15 -4.82 -1.66
H -0.34 -3.26 -3.77
H 0.41 -0.70 -3.91
H -0.81 0.14 -2.93
H 0.86 0.13 -2.40
H -4.40 -3.14 1.43
H -5.44 -0.65 0.94
H -4.16 1.31 -0.67
H -3.48 1.96 0.81
H -2.41 1.43 -0.53
H -3.94 -4.17 -0.60
H -4.10 -6.86 -0.98
H -2.55 -8.91 -0.01
H -0.87 -8.40 -0.04
H -1.72 -8.52 1.50
N -0.98 1.09 2.03
N -0.09 1.94 2.71
C 1.23 1.74 2.48
N 2.05 2.70 2.88
N 1.52 0.55 1.91
N 2.80 0.10 2.06
O 3.01 -1.02 1.65
O 3.67 0.78 2.56
H -1.26 1.59 1.17
H -1.75 0.85 2.64
H -0.38 2.91 2.74
H 1.67 3.58 3.18
H 3.04 2.56 2.81
C 3.52 -1.00 -1.56
O 2.40 -0.55 -0.77
C 1.75 -1.33 0.02
C 2.10 -2.79 -0.01
H 3.77 -0.15 -2.19
H 3.23 -1.86 -2.17
H 4.35 -1.24 -0.91
H 3.17 -2.94 0.09
H 1.78 -3.22 -0.96
H 1.60 -3.31 0.80
O -0.14 1.42 -0.32
Si 0.43 2.73 -1.08
C -0.70 3.28 -2.48
C -0.68 2.72 -3.76
C -1.57 3.12 -4.75
C -2.51 4.10 -4.48
C -2.55 4.68 -3.23
C -1.65 4.28 -2.25
C 2.22 2.61 -1.64
C 3.20 2.29 -0.69
C 4.55 2.24 -0.99
C 4.97 2.50 -2.29
C 4.03 2.82 -3.26
C 2.68 2.88 -2.93
C 0.41 4.12 0.23
C -0.75 4.35 0.97
C -0.79 5.25 2.03
C 0.35 5.98 2.36
C 1.50 5.81 1.60
C 1.52 4.90 0.55
H 0.04 1.96 -4.01
H -1.52 2.66 -5.73
H -3.20 4.42 -5.25
H -3.27 5.46 -3.01
H -1.69 4.78 -1.29
H 2.89 2.09 0.33
H 5.27 1.99 -0.22
H 6.02 2.47 -2.54
H 4.35 3.05 -4.27
H 1.98 3.18 -3.70
H -1.66 3.81 0.72
H -1.71 5.42 2.58
H 0.33 6.69 3.17
H 2.38 6.40 1.82
H 2.44 4.80 -0.03
*
```